[1]
The following is a DFT calculation (wB97M-V/def2-TZVPD) of a molecular structure, C28H46BrHgN3P2S at a distorted geometry.

E_tot = -137862.2987 eV
HOMO level (alpha / beta) = -12.16 / -12.15 eV
total charge = +2
relative energy (zero: lowest compared OMol25 entry of this formula, charge and spin) = 8.3119 eV

The geometry in XYZ format:
```
82
Properties=species:S:1:pos:R:3:mulliken_charge:R:1
C 0.453 1.407 -7.253 -0.425
C 0.530 2.490 -6.344 1.171
C 0.701 3.775 -6.878 -0.392
C 0.876 3.924 -8.260 -0.380
N 0.841 2.882 -9.087 -0.515
C 0.627 1.655 -8.620 -0.324
C 0.518 2.257 -4.917 -0.346
C 0.784 1.427 -3.955 -0.519
C 1.364 0.282 -3.316 0.654
C 0.607 -0.849 -2.938 -0.670
C 1.005 -1.586 -1.835 -0.063
C 2.174 -1.247 -1.159 0.130
C 3.052 -0.289 -1.692 -0.447
C 2.681 0.419 -2.838 -0.556
Hg 0.504 3.284 -2.840 0.352
P -2.115 0.087 1.506 0.410
H 0.739 4.651 -6.233 0.356
H 0.281 0.386 -6.909 0.403
H 1.048 4.906 -8.700 0.381
H 0.590 0.834 -9.345 0.376
H 3.361 1.117 -3.351 0.502
H -0.331 -1.073 -3.459 0.502
H 4.000 -0.072 -1.206 0.596
H 0.387 -2.376 -1.429 0.267
C -2.227 -0.390 3.305 -0.389
C -3.358 0.177 4.145 -1.354
H -1.259 -0.072 3.727 0.282
H -2.232 -1.490 3.329 0.390
H -3.301 -0.244 5.154 0.413
H -3.297 1.264 4.248 0.283
H -4.350 -0.066 3.755 0.305
C -3.328 1.469 1.287 -0.398
C -3.858 1.644 -0.139 -1.336
H -2.766 2.372 1.575 0.280
H -4.143 1.344 2.014 0.454
H -3.998 2.716 -0.337 0.418
H -3.163 1.253 -0.894 0.229
H -4.829 1.153 -0.283 0.270
C -3.000 -1.323 0.711 0.130
C -4.436 -1.584 1.141 -1.339
H -2.379 -2.220 0.893 -0.245
H -2.945 -1.125 -0.371 0.439
H -4.853 -2.372 0.500 0.392
H -4.492 -1.943 2.175 0.261
H -5.084 -0.706 1.044 0.301
Br 2.641 -2.036 0.449 -0.079
P 2.091 2.797 2.031 0.133
C 0.278 2.689 2.398 0.685
C -0.164 3.602 3.548 -1.400
H 0.056 1.636 2.633 -0.596
H -0.241 2.933 1.461 0.415
H -1.259 3.669 3.583 0.350
H 0.171 3.231 4.522 0.368
H 0.219 4.624 3.448 0.413
C 2.687 1.113 2.494 0.538
C 4.010 1.200 3.271 -1.334
H 2.811 0.504 1.586 -0.536
H 1.920 0.622 3.113 0.401
H 4.306 0.219 3.663 0.383
H 4.823 1.558 2.626 0.349
H 3.938 1.886 4.126 0.380
C 2.283 2.913 0.222 0.265
C 2.522 4.390 -0.134 -1.446
H 1.356 2.509 -0.210 -0.006
H 3.125 2.286 -0.117 0.181
H 2.825 4.511 -1.182 0.401
H 1.617 4.992 0.022 0.378
H 3.315 4.813 0.500 0.444
C -0.624 -7.504 2.066 -0.938
N -0.980 -6.079 2.075 -0.262
C -0.191 -5.180 1.394 0.451
S -0.829 -4.174 0.195 -0.430
N 1.119 -5.166 1.735 -0.082
C 1.593 -5.609 3.052 -1.015
H 0.458 -7.646 1.993 0.366
H -1.121 -8.010 1.229 0.331
H -0.987 -7.952 2.995 0.285
H -1.963 -5.922 1.845 0.304
H 1.647 -4.410 1.296 0.025
H 2.267 -6.465 2.944 0.323
H 2.151 -4.794 3.524 0.309
H 0.748 -5.896 3.682 0.393
```


[2]
The following is a DFT calculation (wB97M-V/def2-TZVPD) of a molecular structure, C33H55AgN2O16 at a distorted geometry.

multiplicity = 2
E_tot = -74838.5448 eV
HOMO level (alpha / beta) = -10.68 / -10.68 eV
total charge = +1
relative energy (zero: lowest compared OMol25 entry of this formula, charge and spin) = 1.6720 eV

The geometry in XYZ format:
```
107
Properties=species:S:1:pos:R:3:mulliken_spin:R:1
Ag 3.534 1.939 -1.652 0.000
N 1.356 -0.275 -0.129 0.000
O 1.355 0.161 1.046 0.000
O 2.191 0.071 -0.925 0.000
O 0.331 -0.790 -0.647 0.005
C -3.236 -1.865 2.472 0.051
C -4.272 -2.554 1.475 -0.005
C -5.610 -1.848 1.831 0.010
C -6.692 -2.007 0.847 -0.012
C -6.260 -1.433 -0.466 0.020
C -4.991 -2.110 -1.051 -0.026
N -3.936 -2.205 0.067 0.706
O -2.669 -2.655 -0.360 0.055
C -5.441 -3.499 -1.559 0.075
C -4.463 -1.254 -2.263 0.026
C -4.309 -4.143 1.581 0.090
H -2.276 -2.368 2.359 -0.002
H -3.637 -2.017 3.474 0.001
H -3.042 -0.809 2.288 -0.007
H -6.094 -2.280 2.707 -0.001
H -5.488 -0.800 2.104 -0.006
H -7.632 -1.519 1.108 0.000
H -7.121 -2.991 0.657 0.001
H -6.116 -0.352 -0.442 -0.005
H -7.076 -1.505 -1.186 -0.002
H -6.162 -3.302 -2.352 0.002
H -4.621 -4.060 -2.008 0.000
H -5.953 -4.099 -0.807 -0.002
H -5.209 -1.105 -3.043 0.000
H -4.281 -0.233 -1.927 -0.004
H -3.625 -1.879 -2.572 0.001
H -5.303 -4.523 1.348 0.000
H -4.030 -4.292 2.624 0.002
H -3.667 -4.803 0.997 0.001
H -2.090 -1.894 -0.276 0.027
O 1.373 2.427 -2.359 0.000
C 0.757 3.103 -3.162 0.000
O -0.422 2.744 -3.693 0.000
C -1.048 3.820 -4.211 0.000
C -0.190 4.994 -3.851 0.000
C 1.206 4.384 -3.638 0.000
H -1.996 4.062 -3.731 0.000
H -1.183 3.703 -5.287 0.000
H -0.602 5.555 -3.012 0.000
H -0.261 5.702 -4.678 0.000
H 1.830 4.819 -2.857 0.000
H 1.767 4.243 -4.562 0.000
O 4.256 1.612 0.544 0.000
C 5.032 1.518 1.500 0.000
O 6.291 2.043 1.380 0.000
C 7.010 1.815 2.607 0.000
C 6.164 0.828 3.394 0.000
C 4.758 1.071 2.906 0.000
H 7.079 2.672 3.277 0.000
H 8.028 1.471 2.427 0.000
H 6.260 0.970 4.470 0.000
H 6.392 -0.191 3.082 0.000
H 4.354 1.920 3.456 0.000
H 4.028 0.262 2.881 0.000
O 4.400 -4.714 -1.814 0.000
C 3.476 -3.964 -2.191 0.000
O 2.230 -4.478 -2.254 0.000
C 1.282 -3.467 -2.610 0.000
C 2.193 -2.425 -3.248 0.000
C 3.505 -2.490 -2.488 0.000
H 0.869 -3.105 -1.668 0.000
H 0.447 -3.859 -3.191 0.000
H 1.714 -1.449 -3.170 0.000
H 2.429 -2.559 -4.303 0.000
H 3.451 -1.931 -1.554 0.000
H 4.321 -2.171 -3.135 0.000
O 2.641 3.491 -0.349 0.000
C 1.973 4.066 0.496 0.000
O 1.147 5.143 0.200 0.000
C 0.733 5.754 1.383 0.000
C 0.879 4.719 2.538 0.000
C 1.874 3.740 2.003 0.000
H -0.289 6.125 1.316 0.000
H 1.341 6.641 1.560 0.000
H -0.062 4.173 2.610 0.000
H 1.248 5.085 3.496 0.000
H 1.544 2.721 2.203 0.000
H 2.831 3.830 2.517 0.000
O 6.149 -3.068 2.203 0.000
C 4.944 -3.285 2.006 0.000
O 4.089 -2.306 1.694 0.000
C 2.823 -2.837 1.481 0.000
C 2.799 -4.251 2.132 0.000
C 4.228 -4.680 2.101 0.000
H 2.699 -2.899 0.400 0.000
H 2.011 -2.290 1.961 0.000
H 2.126 -4.996 1.705 0.000
H 2.457 -4.302 3.166 0.000
H 4.367 -5.167 1.136 0.000
H 4.567 -5.297 2.933 0.000
O -2.625 4.925 0.506 0.000
C -2.303 3.770 0.201 0.000
O -1.845 2.907 1.181 0.000
C -1.348 1.753 0.511 -0.002
C -2.179 1.706 -0.746 -0.013
C -2.314 3.132 -1.139 0.000
H -1.496 0.877 1.143 -0.002
H -0.281 1.942 0.399 0.000
H -3.008 0.999 -0.715 0.013
H -1.623 1.205 -1.539 0.001
H -3.264 3.398 -1.603 0.000
H -1.500 3.635 -1.661 0.000
```


[3]
The following is a DFT calculation (wB97M-V/def2-TZVPD) of a molecular structure, C23H31GeN4Zr.

E_tot = -88086.8977 eV
HOMO level = -18.32 eV
total charge = +3
relative energy (zero: lowest compared OMol25 entry of this formula, charge and spin) = 0.0000 eV

The geometry in XYZ format:
```
60
Properties=species:S:1:pos:R:3:mulliken_charge:R:1
Zr -0.088 0.280 -0.126 -0.727
C 0.969 -2.756 -0.137 -1.215
C -0.476 -3.020 0.282 -0.617
C -0.761 -2.340 1.591 0.466
C -1.400 -2.976 2.639 -0.981
C -1.449 -2.358 3.881 -0.454
C -0.833 -1.125 4.051 -1.000
C -0.263 -0.523 2.951 -0.370
N -0.264 -1.088 1.726 0.542
N 1.118 -1.477 -0.918 0.863
C 0.745 -1.765 -2.330 -1.128
C 0.349 -0.517 -3.062 0.498
C 0.020 -0.575 -4.404 -0.978
C -0.199 0.611 -5.084 -0.413
C -0.046 1.815 -4.401 -1.066
C 0.232 1.788 -3.055 -0.511
N 0.385 0.632 -2.357 0.463
C 2.550 -1.017 -0.861 -0.704
C 2.903 -0.245 0.391 0.473
C 4.128 -0.441 1.002 -1.084
C 4.503 0.383 2.058 -0.478
C 3.636 1.382 2.474 -1.123
C 2.414 1.497 1.841 -0.030
N 2.037 0.703 0.824 0.313
H 1.363 -3.557 -0.765 0.503
H 1.606 -2.674 0.745 0.523
H -0.629 -4.093 0.392 0.622
H -1.184 -2.696 -0.490 0.285
H -1.815 -3.964 2.492 0.535
H -1.934 -2.850 4.715 0.482
H -0.799 -0.639 5.016 0.509
H 0.216 0.445 3.039 0.526
H -0.056 -2.505 -2.338 0.695
H 1.606 -2.213 -2.839 0.548
H -0.027 -1.528 -4.913 0.545
H -0.452 0.606 -6.136 0.488
H -0.143 2.764 -4.909 0.498
H 0.372 2.704 -2.505 0.848
H 2.728 -0.374 -1.727 0.463
H 3.189 -1.896 -0.965 0.546
H 4.792 -1.215 0.643 0.520
H 5.461 0.246 2.540 0.483
H 3.896 2.059 3.275 0.474
H 1.704 2.258 2.147 0.544
C -4.114 2.691 -0.631 -1.076
Ge -2.583 1.846 0.179 0.434
C -0.926 2.911 -0.280 -1.266
C -2.494 1.791 2.129 -1.029
C -2.176 -0.009 -0.510 -0.550
H -4.135 3.745 -0.353 0.411
H -5.023 2.216 -0.264 0.409
H -4.086 2.608 -1.715 0.377
H -0.913 3.696 0.480 0.601
H -1.023 3.352 -1.268 0.579
H 0.147 2.589 -0.225 0.466
H -2.970 2.711 2.478 0.471
H -1.483 1.829 2.537 0.329
H -3.019 0.945 2.570 0.327
H -2.437 -0.026 -1.575 0.526
H -2.869 -0.640 0.051 0.613
```


[4]
The following is a DFT calculation (wB97M-V/def2-TZVPD) of C12H21N5O3 in the gas phase at a distorted geometry.

SMILES = NCCCC[C@H](NC(=O)[C@@H](N)Cc1c[nH]cn1)C(=O)O
E_tot = -26378.5144 eV
HOMO level = -8.85 eV
relative energy (zero: lowest compared OMol25 entry of this formula, charge and spin) = 0.9376 eV

The geometry in XYZ format:
```
41
Properties=species:S:1:pos:R:3:mulliken_charge:R:1
N -6.523 1.657 -1.079 -0.573
C -5.408 1.597 -0.162 -0.586
C -4.150 1.196 -0.907 -0.684
C -2.912 1.141 -0.003 -0.394
C -1.669 0.587 -0.719 -1.441
C -0.392 0.500 0.159 1.190
N -0.518 -0.447 1.239 0.051
C 0.443 -1.033 1.936 0.186
O 0.234 -1.532 3.014 -0.723
C 1.838 -1.144 1.294 0.052
N 2.826 -1.721 2.195 -0.772
C 1.753 -2.046 0.045 -0.963
C 2.703 -1.659 -1.047 0.415
C 3.755 -2.381 -1.561 -0.780
N 4.158 -1.568 -2.624 -0.069
C 3.493 -0.420 -2.614 -0.371
N 2.563 -0.425 -1.650 -0.294
C -0.037 1.923 0.492 0.100
O -0.236 2.907 -0.201 -0.587
O 0.661 1.995 1.653 -0.449
H -6.819 0.756 -1.386 0.201
H -7.367 2.063 -0.691 0.226
H -5.286 2.588 0.238 0.395
H -5.569 0.916 0.673 0.312
H -4.403 0.206 -1.404 0.323
H -3.988 1.877 -1.709 0.305
H -3.179 0.533 0.893 0.231
H -2.745 2.156 0.343 0.313
H -1.467 1.164 -1.585 0.437
H -1.868 -0.405 -1.132 0.550
H 0.425 0.143 -0.469 -0.310
H -1.296 -0.328 1.837 0.233
H 2.187 -0.183 0.996 0.522
H 2.279 -2.386 2.744 0.354
H 3.143 -1.015 2.939 0.306
H 0.736 -2.148 -0.362 0.428
H 2.001 -3.029 0.451 0.435
H 4.228 -3.334 -1.314 0.388
H 4.923 -1.893 -3.236 0.217
H 3.687 0.428 -3.276 0.436
H 1.060 2.899 1.667 0.392
```